Entry 1:
Density functional theory data (ωB97M-V with the def2-TZVPD basis set) for C24H43Cl2CoN4O4SeSi as an isolated structure in a non-equilibrium geometry.

Cartesian coordinates (Å):
Se -3.671 -3.737 -3.243
Co -0.001 -3.019 0.011
Cl 0.157 -4.684 1.373
Cl 1.012 -1.275 0.838
Si 3.001 -0.476 -0.159
O 1.645 1.727 0.944
O 0.686 -3.419 -1.805
O -1.513 -1.767 -0.210
O 0.044 0.999 -2.477
N -2.140 -4.616 -0.853
N -0.100 -4.842 -3.401
N -3.696 -1.310 0.087
N 0.600 3.110 -1.717
C -2.771 -4.288 -1.807
C 0.182 4.360 -1.094
C -0.794 -6.093 -3.685
C -0.417 1.639 2.107
C 2.791 -0.406 -2.009
C -2.476 1.162 3.260
C 0.738 3.915 3.363
C -1.134 2.115 1.015
C -0.269 2.118 -2.073
C 0.355 -4.584 -2.173
C -3.725 -0.542 -1.153
C 2.883 2.682 3.806
C -2.529 2.175 1.065
C -1.083 1.127 3.206
C -3.206 1.706 2.190
C -2.584 -1.972 0.412
C 1.138 1.743 2.172
C 2.021 2.980 -1.954
C 1.558 2.876 3.155
C -4.972 -1.705 0.665
C 1.035 5.025 4.329
C 4.001 0.848 0.649
C -0.111 -3.795 -4.425
C 3.837 -2.183 0.077
H -4.610 0.092 -1.095
H 2.432 3.976 -2.166
H -4.297 1.739 2.232
H 3.717 -2.558 1.105
H -0.568 2.475 0.160
H 2.217 2.296 -2.785
H 1.881 5.640 3.986
H 0.755 -3.133 -4.270
H 0.165 5.685 4.466
H -1.067 -3.229 -4.389
H -5.622 -0.832 0.686
H 3.040 -1.389 -2.443
H 2.962 1.653 4.182
H 0.664 5.206 -1.610
H -1.329 2.430 -1.963
H 3.816 0.776 1.721
H -2.990 0.786 4.142
H 4.912 -2.108 -0.149
H 3.722 2.822 3.102
H -1.854 -5.901 -3.902
H 3.404 -2.938 -0.609
H 1.296 4.641 5.323
H -2.652 -2.711 1.219
H -3.070 2.606 0.220
H 0.498 4.380 -0.037
H -0.019 -4.286 -5.400
H 1.535 0.868 2.738
H -0.904 4.469 -1.147
H 2.512 2.594 -1.050
H -0.466 0.778 4.036
H 1.773 -0.139 -2.325
H 3.053 3.338 4.675
H -5.445 -2.508 0.087
H 3.754 1.846 0.275
H 0.389 -5.414 -1.453
H -0.218 3.985 2.849
H -4.804 -2.059 1.684
H 3.507 0.317 -2.427
H -2.820 0.072 -1.247
H -0.695 -6.740 -2.807
H -0.337 -6.587 -4.547
H -3.794 -1.218 -2.028
H 5.065 0.691 0.476

Calculated values
- HOMO-LUMO gap (alpha / beta) (eV) = 7.05 / 7.04
- 2S+1 = 4
- expectation value of S² = 3.76
- relative energy (zero: lowest compared OMol25 entry of this formula, charge and spin) (eV) = 2.1526
- total charge = -1

***

Entry 2:
Density functional theory data (ωB97M-V with the def2-TZVPD basis set) for a 6-piece molecular cluster, C17H45N5O9 overall in a non-equilibrium geometry.

Cartesian coordinates (Å):
O -1.004 4.161 -0.291
O 3.223 -0.373 -3.690
O -1.011 -1.476 0.454
O -3.278 4.763 -1.991
O -3.301 0.024 1.259
O -3.576 -2.649 1.557
O -3.288 1.554 5.720
O -1.503 -4.487 1.526
O -6.113 -1.608 3.910
N -3.814 1.884 3.528
N -2.633 0.042 4.140
N -1.444 -6.743 1.344
N 0.292 -5.418 0.541
N 4.099 0.177 -2.708
C -2.557 3.511 -2.107
C -4.684 -2.830 2.423
C -1.167 3.778 -1.636
C 3.786 -0.402 -1.400
C -0.857 -0.144 0.847
C -3.182 1.227 4.555
C 2.331 -0.200 -0.921
C 4.132 -1.885 -1.414
C 4.774 1.731 -0.433
C 5.169 2.147 -1.839
C 4.176 1.643 -2.889
C 4.706 0.220 -0.332
C -5.325 -1.502 2.742
C 2.839 2.392 -2.745
C -2.140 0.644 0.667
C 4.740 1.900 -4.280
C -0.938 -5.494 1.122
H 5.699 1.387 -4.376
H -0.627 2.821 -1.657
H 4.438 -2.252 -0.436
H 2.199 0.702 -0.327
H -3.947 1.483 2.614
H 4.944 2.968 -4.367
H -5.374 -3.566 1.981
H 1.602 -0.243 -1.734
H 2.334 -0.152 -3.376
H 2.025 -1.034 -0.283
H 3.816 2.193 -0.184
H -0.870 -7.532 1.113
H -2.288 -6.849 1.871
H -4.156 2.803 3.738
H 6.184 1.838 -2.103
H -3.459 -0.896 0.994
H -1.526 -1.936 1.127
H -1.486 4.981 -0.137
H -4.420 -3.326 3.366
H -4.500 -0.784 2.829
H -2.443 0.724 -0.383
H 2.023 1.792 -3.166
H 0.729 -6.195 0.085
H 5.720 -0.185 -0.350
H 5.009 -2.027 -2.057
H -2.444 -0.116 3.164
H -3.109 2.743 -1.557
H 5.472 2.149 0.297
H -2.052 1.618 1.147
H 2.814 3.302 -3.343
H -2.119 -0.452 4.846
H -0.022 0.379 0.386
H 5.192 3.242 -1.891
H 4.076 1.512 -5.046
H 0.666 -4.486 0.538
H 3.397 -2.532 -1.898
H -0.622 4.410 -2.345
H -0.694 -0.084 1.937
H -2.993 -3.423 1.631
H 4.293 -0.032 0.649
H 2.551 2.598 -1.717
H -4.118 4.680 -2.448
H -5.890 -1.133 1.876
H -5.838 -0.894 4.490
H -2.640 3.216 -3.158

Calculated values
- HOMO-LUMO gap (eV) = 9.10
- structure (SMILES) = CC1(C)CCCC(C)(C)N1O.NC(N)=O.NC(N)=O.OCCO.OCCO.OCCO